(1)
The following is a DFT calculation (wB97M-V/def2-TZVPD) of a cluster of 9 separate species, C28H79N5O9 in total.

The geometry in XYZ format:
```
121
Properties=species:S:1:pos:R:3:forces:R:3
C -0.7570 2.6756 5.2630 1.300 0.503 -0.703
C -1.4920 1.5965 4.4519 0.962 -0.262 1.672
C -0.5475 0.6920 3.5800 0.069 0.561 0.524
O 0.3079 -0.0203 4.4346 1.124 -1.276 1.257
C 0.9147 -1.2675 3.9719 -1.663 0.774 -1.091
N -2.1440 0.7845 5.5301 -0.574 -0.416 -1.519
H -0.0723 2.2364 5.9885 -0.334 -0.289 0.225
H -1.4475 3.3580 5.7588 -0.176 -0.235 0.117
H -0.0770 3.3163 4.7016 -0.119 0.123 -0.557
H -2.2182 2.1155 3.8263 -0.202 -0.426 -0.190
H 0.1269 1.3071 2.9843 -0.370 0.465 -0.406
H -1.1139 0.0408 2.9142 -0.247 -0.187 0.068
H 0.2037 -2.0727 4.1567 0.069 -0.212 0.311
H 1.9046 -1.5284 4.3464 -0.199 0.701 0.517
H 0.9912 -1.2278 2.8853 0.248 0.075 -0.233
H -1.4215 0.2248 5.9600 0.136 -0.052 0.037
H -2.5178 1.4032 6.2354 0.016 0.034 0.005
C -1.5092 -4.1486 0.6963 0.798 -0.285 -0.462
C -0.3735 -5.1798 0.7623 0.069 0.328 -0.020
C 0.9584 -4.5921 1.3406 -0.328 -0.724 0.369
O 1.5869 -3.6848 0.4760 -0.469 -0.172 -0.254
C 2.9184 -3.3199 0.7988 0.054 0.924 -1.181
N -0.7790 -6.3333 1.5352 0.354 -1.019 1.404
H -2.3350 -4.5065 0.0814 0.104 0.082 -0.354
H -1.0128 -3.2801 0.2635 -0.588 0.395 -0.136
H -1.9743 -3.9012 1.6505 0.512 -0.071 0.278
H -0.1620 -5.6589 -0.1936 0.308 1.248 -0.701
H 1.6096 -5.4314 1.5848 0.370 -0.417 -0.428
H 0.8178 -4.1730 2.3369 -0.532 0.515 0.175
H 3.6327 -4.1429 0.8185 -0.208 -0.256 0.713
H 2.9997 -2.5391 1.5550 -0.110 -0.628 1.038
H 3.2876 -2.7152 -0.0295 -0.125 -0.105 -0.626
H 0.0318 -6.9355 1.5308 0.483 -0.210 0.599
H -1.3966 -6.9415 1.0166 -0.731 0.434 -0.277
C 0.1652 -0.4405 -5.5528 0.189 0.535 -0.228
C -0.8217 0.6371 -5.0411 2.080 0.182 -0.142
C -2.0861 0.0338 -4.4821 0.748 0.756 0.311
O -2.8669 1.1636 -4.0025 -2.203 -2.342 -0.207
C -4.1594 0.6903 -3.4379 1.789 -0.017 1.008
N -0.1226 1.6369 -4.1678 -1.216 -0.776 -0.562
H -0.2532 -0.9364 -6.4286 -0.176 -0.538 0.285
H 0.5660 -1.1211 -4.8016 -0.702 -0.349 0.213
H 1.1008 -0.0336 -5.9365 -0.151 0.741 -0.021
H -1.1441 1.2026 -5.9154 0.033 0.147 -0.138
H -1.8719 -0.7007 -3.7057 -0.064 0.178 0.583
H -2.4376 -0.5571 -5.3279 -1.212 0.240 -0.071
H -4.7539 -0.0210 -4.0112 -0.009 0.693 -0.924
H -4.6949 1.5202 -2.9767 -0.128 0.264 -0.881
H -3.9623 0.0818 -2.5552 0.616 -0.195 0.221
H -0.9418 2.1309 -3.8439 -0.008 0.976 0.172
H 0.1313 1.1870 -3.2999 0.395 -0.407 0.164
C -2.2584 2.2279 -0.7724 -0.279 0.367 -2.127
C -1.3290 1.7039 0.2488 0.367 -0.815 -0.421
C -0.6689 0.3521 -0.1443 -0.376 0.287 -0.034
O -0.0155 0.3954 -1.4033 -1.899 1.434 0.241
C 0.8507 -0.6572 -1.5536 1.449 -0.396 0.337
N -0.3359 2.7052 0.5306 0.832 0.161 1.243
H -2.6911 3.2099 -0.5809 -0.045 -0.135 0.555
H -3.0304 1.5424 -1.1219 -0.087 -0.121 0.434
H -1.6571 2.3840 -1.6680 0.031 0.073 -0.286
H -1.9155 1.5282 1.1506 0.230 -0.178 0.412
H -1.3774 -0.4758 -0.1168 -0.439 -0.135 -0.197
H 0.0596 0.0906 0.6231 0.350 0.118 0.249
H 1.4332 -0.5289 -2.4659 -0.163 -0.017 -0.092
H 0.3815 -1.6409 -1.5358 -0.158 -0.157 0.024
H 1.5380 -0.5456 -0.7150 0.562 -0.790 0.040
H 0.3692 2.2244 1.0708 0.352 0.245 0.538
H 0.2270 3.0734 -0.2228 -0.610 -0.252 -0.839
C 3.5164 5.4620 2.1937 0.212 -0.594 0.902
C 3.4608 4.9943 0.7396 -0.649 0.361 0.713
C 3.9805 3.5715 0.5922 -0.652 -1.302 -0.771
O 3.1079 2.6130 1.2513 0.178 -0.221 0.215
C 3.5343 1.2015 1.1203 0.463 2.030 -0.094
N 2.0259 5.0500 0.4038 0.060 0.044 0.038
H 3.5741 6.5257 2.4247 -0.243 0.135 -0.652
H 4.3467 5.0203 2.7448 0.215 -0.153 -0.125
H 2.6198 5.0629 2.6679 0.035 0.092 0.236
H 4.0222 5.7047 0.1327 0.115 -0.325 -0.319
H 5.0210 3.4408 0.8896 0.088 0.023 0.289
H 3.8934 3.3097 -0.4623 0.398 0.093 -0.389
H 3.4660 0.8362 0.0956 -0.152 0.106 -0.205
H 2.9305 0.5740 1.7758 0.050 0.257 0.116
H 4.5902 1.2129 1.3907 0.022 -0.599 0.211
H 1.7901 4.8540 -0.5585 0.492 0.144 -0.467
H 1.6781 4.2331 0.8852 -0.572 -0.032 0.308
C -0.4129 -4.3650 -2.6586 -0.475 0.149 0.641
C -0.8663 -5.7964 -2.8554 1.280 0.339 0.717
O -1.8138 -5.9388 -3.8711 -0.314 -0.234 -0.374
H -0.0784 -3.9708 -3.6181 -0.065 0.221 -0.033
H 0.4309 -4.3161 -1.9703 0.117 -0.027 -0.040
H -1.2061 -3.7614 -2.2174 -0.076 0.281 -0.290
H -1.2593 -6.2694 -1.9554 -0.256 0.223 0.008
H 0.0952 -6.2774 -3.0347 -0.092 -0.874 -0.541
H -1.4907 -5.4258 -4.6155 -0.089 0.013 -0.199
C 5.0036 -1.9216 -4.3353 -0.324 0.563 0.471
C 3.8031 -2.1062 -3.4062 0.669 -0.094 -0.357
O 3.9893 -3.3200 -2.7215 -0.810 -0.602 0.075
H 5.8765 -2.0876 -3.7040 0.159 -0.202 -0.131
H 5.0871 -0.8744 -4.6261 -0.103 0.032 -0.534
H 5.0094 -2.6160 -5.1755 0.001 0.139 -0.003
H 2.8282 -2.1540 -3.8912 0.075 -0.026 -0.283
H 3.7765 -1.2622 -2.7169 -0.048 0.164 0.242
H 4.6234 -3.1551 -2.0198 0.351 0.021 0.491
C -4.1817 -1.6335 0.6170 -0.300 1.206 -0.897
C -5.2638 -0.9137 -0.2255 0.872 -1.044 0.892
O -6.5494 -1.1353 0.3716 0.117 0.267 -0.983
H -3.3552 -1.8380 -0.0636 0.189 -0.341 0.211
H -4.6141 -2.5444 1.0310 0.327 0.132 0.163
H -3.8218 -0.8932 1.3316 0.058 -0.557 0.604
H -5.1684 -1.3587 -1.2159 -1.044 -0.066 -0.080
H -4.9641 0.1275 -0.3447 -0.469 0.283 0.137
H -6.6829 -0.5431 1.1153 0.237 0.107 -0.002
C -0.6118 5.2747 2.6122 -1.284 0.406 -0.665
C -1.2300 6.0633 3.7511 0.877 -0.284 -0.102
O -0.4146 7.2075 4.0101 -0.393 -0.033 0.372
H -0.8259 5.7616 1.6607 0.036 0.000 -0.115
H -1.0854 4.2939 2.5703 0.449 -0.169 -0.118
H 0.4769 5.2397 2.6537 -0.105 -0.344 0.356
H -1.2566 5.3684 4.5905 -0.064 0.309 0.551
H -2.2494 6.4107 3.5834 0.100 0.014 -0.256
H 0.4769 6.8514 4.0075 0.239 0.271 0.038
```
Positions in Å, forces in eV/Å.

2S+1 = 2
net charge = -1

Löwdin population analysis, charges in e, atoms 1 to 5: -0.09, -0.36, -0.20, -0.22, -0.07

---

(2)
The following is a DFT calculation (wB97M-V/def2-TZVPD) of a cluster of 9 separate species, C28H79N5O9 in total.

The geometry in XYZ format:
```
121
Properties=species:S:1:pos:R:3:forces:R:3
C -8.7592 4.8037 7.0286 -0.666 0.060 0.817
O -7.8377 5.5477 7.8037 -0.062 0.070 -1.200
C -7.7085 6.9007 7.3470 1.038 -0.536 0.535
C -6.2368 7.2650 7.5233 0.819 1.927 -0.042
C -5.8786 7.5015 8.9693 -0.362 -0.913 1.740
N -5.8704 8.5347 6.8149 -0.504 -0.472 -0.199
H -8.6600 3.7702 7.3512 0.004 -0.106 -0.188
H -8.6817 4.8874 5.9416 0.649 0.063 -0.024
H -9.7805 5.1348 7.2542 -0.104 -0.072 0.086
H -7.9816 7.0282 6.2987 -0.245 -0.107 -0.005
H -8.3115 7.5193 8.0137 -0.161 0.350 -0.322
H -5.5320 6.5279 7.1266 -0.710 -0.679 0.134
H -6.3599 6.7674 9.6345 0.548 -0.532 -0.390
H -6.2503 8.3826 9.5054 -0.020 0.622 -1.052
H -4.7963 7.4774 9.1037 -0.031 -0.077 0.130
H -5.3681 8.2951 5.9654 -0.104 0.155 -0.049
H -5.2066 9.0266 7.3980 0.060 0.231 -0.036
C -6.1741 0.7004 8.3142 -0.185 -0.858 -0.249
O -5.7473 1.8122 7.5686 0.164 -0.184 0.344
C -5.0506 1.4872 6.3828 -0.382 0.514 -0.489
C -5.1701 2.7141 5.4746 0.289 -0.094 -1.696
C -4.3098 2.5672 4.1988 0.760 -0.436 0.586
N -4.7521 3.9420 6.1624 -0.106 -0.330 0.325
H -6.6729 -0.0429 7.6793 -0.110 0.142 -0.220
H -6.9066 0.9899 9.0622 0.177 0.371 0.084
H -5.3653 0.1340 8.7838 0.265 0.330 0.176
H -3.9731 1.3049 6.4916 -0.010 -0.118 0.631
H -5.4935 0.5838 5.9516 -0.005 0.055 -0.269
H -6.1795 2.7993 5.0651 -0.295 0.285 0.723
H -4.7231 1.9252 3.4205 -0.269 -0.020 0.174
H -3.3511 2.1175 4.4865 0.077 0.023 -0.120
H -4.0522 3.5251 3.7498 -0.302 0.113 0.129
H -5.2349 3.9389 7.0601 -0.045 0.272 -0.039
H -3.7723 3.7934 6.4082 0.017 0.143 -0.025
C 2.7727 7.1233 1.4566 1.182 -1.633 0.322
O 1.6969 7.3045 2.3305 -0.275 0.311 -0.717
C 2.0091 7.0486 3.6909 -0.866 0.227 -0.641
C 0.6804 7.1145 4.4368 -1.002 0.282 0.731
C 0.7819 6.7301 5.9137 0.223 0.319 -0.468
N -0.3757 6.2796 3.8282 1.599 -0.371 -0.594
H 2.5100 7.0551 0.4041 -0.595 0.611 0.087
H 3.2127 6.1290 1.6447 -0.050 -0.066 0.061
H 3.6352 7.7822 1.6002 -0.361 0.597 0.054
H 2.4673 6.0570 3.7804 0.098 0.036 0.125
H 2.6809 7.8581 3.9955 0.133 -0.290 0.547
H 0.2805 8.1353 4.3725 0.632 0.361 0.159
H 1.3075 5.7814 6.0209 -0.270 -0.164 0.075
H -0.2520 6.6703 6.2511 0.139 -0.247 0.421
H 1.3114 7.4701 6.5169 -0.031 0.079 -0.072
H -0.3581 6.5605 2.8526 -0.576 -0.291 -0.029
H -1.2862 6.4280 4.2425 -0.054 0.233 -0.074
C -6.7553 13.3728 -0.4333 0.124 -0.763 0.582
O -5.6727 12.6569 -0.9837 0.020 -0.078 -1.170
C -5.5686 11.3316 -0.5077 0.774 0.464 0.917
C -4.4826 10.5255 -1.2045 0.050 -0.281 -1.035
C -4.7729 10.4410 -2.7052 0.413 -0.136 0.493
N -4.3587 9.1494 -0.6656 -0.579 0.803 -0.036
H -6.9087 14.3122 -0.9561 0.436 0.122 0.084
H -6.5186 13.4855 0.6311 -0.415 0.540 0.051
H -7.7051 12.8270 -0.5102 0.087 -0.187 -0.042
H -5.2229 11.3963 0.5354 -0.531 -0.161 0.326
H -6.5384 10.8295 -0.5701 -0.045 -0.205 -0.003
H -3.4842 10.9436 -1.0599 -0.249 0.667 0.035
H -3.9847 9.7960 -3.1003 -0.268 0.005 -0.461
H -4.7640 11.4105 -3.1979 0.152 0.046 0.083
H -5.7636 10.0052 -2.8500 0.073 -0.194 -0.111
H -4.9497 8.5383 -1.2276 -0.139 -0.130 0.356
H -4.7254 9.1923 0.2821 0.081 -0.511 0.008
C -10.6417 6.6567 -2.5458 -0.558 -0.173 -0.088
O -9.4461 5.9463 -2.3087 -0.103 0.390 -0.238
C -8.3301 6.8165 -2.4777 -0.335 -0.924 0.776
C -7.0664 6.0748 -2.0178 -0.548 1.508 -0.402
C -6.9728 5.9427 -0.4933 -0.371 -0.188 -0.677
N -5.9584 6.9756 -2.4170 0.897 -0.943 -0.848
H -10.6475 7.5815 -1.9651 -0.130 0.111 -0.011
H -11.5159 6.0611 -2.2801 0.287 -0.224 0.423
H -10.8337 6.8842 -3.6008 0.545 0.197 -0.129
H -8.2836 7.1617 -3.5152 0.200 -0.093 -0.115
H -8.4708 7.6911 -1.8320 0.100 0.164 -0.064
H -7.0121 5.1224 -2.5495 -0.091 -0.179 0.246
H -7.6880 5.2336 -0.0774 0.254 -0.356 -0.161
H -7.2270 6.8879 -0.0113 0.377 0.201 -0.151
H -5.9329 5.6704 -0.3159 -0.121 -0.109 0.629
H -6.0233 7.2007 -3.4121 -0.548 0.282 0.157
H -5.1367 6.3678 -2.4888 0.163 0.323 0.645
C -8.3098 9.5106 3.4816 0.212 0.620 0.174
C -9.3564 10.3322 2.7480 -0.488 -1.396 0.763
O -10.4889 10.5327 3.5927 -0.026 0.936 0.053
H -7.9718 10.0166 4.3887 0.130 0.233 -0.174
H -7.4689 9.3997 2.7905 0.109 -0.472 0.309
H -8.7182 8.5744 3.8643 0.074 -0.257 -0.519
H -9.6811 9.7406 1.8854 0.159 0.437 -0.350
H -8.9404 11.2953 2.4609 -0.284 0.085 -0.085
H -11.0790 9.7785 3.5818 0.148 -0.203 -0.169
C -2.6664 9.5052 5.4909 1.030 0.545 -0.211
C -2.2553 9.0036 6.8733 0.300 0.677 -0.592
O -2.7029 9.9432 7.8462 -0.388 -0.444 0.528
H -2.4855 8.8286 4.6558 -0.556 -0.455 0.289
H -2.0034 10.3333 5.2061 -0.106 0.236 0.340
H -3.6680 9.9275 5.5449 -0.186 -0.356 -0.277
H -1.1661 8.9293 6.9448 0.013 -0.256 -0.109
H -2.6754 8.0256 7.1040 -0.203 0.117 0.164
H -2.2752 10.7910 7.7052 0.090 -0.027 -0.165
C -1.7303 3.6959 1.8692 -0.394 1.108 0.535
C -0.7700 3.5736 0.6901 -1.130 -1.187 0.912
O 0.2778 2.6521 0.9754 0.239 0.183 -0.331
H -1.2186 4.0099 2.7811 0.084 0.122 -0.100
H -2.3812 2.8687 2.1605 0.505 -0.612 -0.560
H -2.4660 4.4723 1.6170 0.188 0.203 0.072
H -0.3261 4.5375 0.4638 0.074 -0.007 -0.079
H -1.4138 3.2183 -0.1216 0.521 0.174 -0.529
H -0.0492 1.7589 0.8449 -0.056 0.011 0.041
C -4.7271 7.6438 2.8758 0.225 0.825 -0.379
C -4.4834 6.3194 3.5472 -0.271 0.568 -0.173
O -3.4772 6.4368 4.5560 -0.513 -0.187 -0.005
H -4.9047 8.4581 3.5827 -0.046 -0.167 0.156
H -5.6028 7.5929 2.2246 0.014 -0.139 -0.043
H -3.8790 7.9535 2.2586 0.028 -0.079 0.020
H -4.1851 5.6156 2.7670 0.023 -0.306 0.226
H -5.4431 6.0250 3.9776 0.184 -0.453 0.187
H -3.8453 5.9723 5.3197 0.183 -0.256 0.030
```
Positions in Å, forces in eV/Å.

2S+1 = 1

Löwdin population analysis, charges in e, atoms 1 to 5: -0.12, -0.20, -0.18, -0.41, -0.08

---

The relative energy (zero: lowest compared OMol25 entry of this formula, charge and spin) results, record by record, are as follows: 0.0, 219.8 kJ/mol.